Entry P
The following is a DFT calculation (wB97M-V/def2-TZVPD) of one molecule with the formula C3H6N4O.

Cartesian coordinates (Å):
O -0.311 0.684 2.399
N -1.449 -1.144 0.225
N -0.191 0.848 1.031
N 0.679 -0.697 -2.030
N -0.054 -0.367 0.283
C 0.582 -0.054 -0.929
C 1.129 1.282 -0.696
C 0.712 1.797 0.505
H -1.332 -2.067 0.587
H -0.921 1.386 2.866
H 1.903 1.688 -1.413
H 0.921 2.679 1.004
H 0.447 -1.655 -2.018
H -1.757 -1.341 -0.690

Results
SMILES string: [H]/N=c1/ccn(O)n1N


Entry Q
The following is a DFT calculation (wB97M-V/def2-TZVPD) of C3H6N4O as an isolated structure.

Cartesian coordinates (Å):
O -0.878 -1.255 -0.251
N 3.148 -0.739 0.040
N 0.363 1.357 0.021
N 1.008 0.102 -0.005
N -2.940 -0.296 0.105
C -0.938 1.204 -0.240
C -1.608 -0.248 -0.012
C 2.375 0.187 0.152
H -3.447 -1.251 1.027
H 0.298 -0.737 -0.220
H 2.574 -1.547 0.016
H -1.398 2.130 -0.072
H -3.586 0.380 0.409
H 2.554 1.241 0.321


Short version: entry Q, entry P, most stable first.


Entry P
The following is a DFT calculation (wB97M-V/def2-TZVPD) of C3H6N4O as an isolated structure.

Cartesian coordinates (Å):
O -0.681 0.281 1.818
N 0.669 -2.064 -0.525
N 1.110 0.538 -0.618
N -0.009 -0.910 1.365
N -1.705 0.658 -0.958
C 0.875 1.735 -0.359
C 0.097 -0.919 0.062
C -0.936 -0.235 -0.770
H 1.468 -1.794 -1.087
H -0.152 2.134 -0.247
H 1.688 2.465 -0.396
H 0.957 -2.696 0.213
H -2.665 0.676 -1.266
H -0.716 0.131 2.768


Entry Q
The following is a DFT calculation (wB97M-V/def2-TZVPD) of a 2-piece molecular cluster, C3H6N4O overall.

Cartesian coordinates (Å):
O -0.692 1.497 0.497
N -1.382 -0.811 0.501
N -1.670 -1.123 -0.761
N 1.277 -0.731 -0.151
N 0.992 0.380 -0.869
C 0.068 1.342 -0.662
C 2.401 -0.583 0.518
C -0.902 0.124 1.105
H -1.156 -0.167 -1.861
H -1.247 0.220 2.157
H 2.737 -1.674 0.887
H -0.108 2.179 -1.357
H -1.573 -2.224 -1.019
H 2.965 0.383 0.413


Short version: entry P, entry Q, most stable first.


Entry P
The following is a DFT calculation (wB97M-V/def2-TZVPD) of one molecule with the formula C3H6N4O.

Cartesian coordinates (Å):
O -2.015 0.212 -1.027
N 1.058 -0.279 0.947
N 0.156 0.021 -1.867
N -1.369 -0.437 1.405
N -1.258 -0.581 2.624
C -0.724 0.026 -0.751
C 1.136 0.791 -2.053
C -0.261 -0.233 0.510
H -0.284 -0.540 2.996
H 1.729 0.654 -2.949
H 1.751 -0.219 0.213
H -2.510 0.009 -0.209
H 1.236 -1.064 1.566
H 1.357 1.642 -1.404

Results
SMILES string: [H]/N=N\C(N)=C(/O)N=C


Entry Q
The following is a DFT calculation (wB97M-V/def2-TZVPD) of one molecule with the formula C3H6N4O.

Cartesian coordinates (Å):
O -0.680 1.042 -0.108
N -0.469 -1.141 -0.015
N 0.756 -0.559 -0.175
N 1.922 -1.243 0.181
N 1.759 1.381 0.101
C 0.684 0.700 -0.189
C -1.237 -0.158 0.009
C -2.729 -0.153 0.115
H -3.244 -1.033 0.239
H 2.608 -0.665 0.791
H -3.276 0.473 -0.803
H 2.491 -1.646 -0.874
H 1.647 2.450 0.259
H -2.867 0.686 0.992

Results
SMILES string: [H]/N=c1\oc(C)nn1N


Entry R
The following is a DFT calculation (wB97M-V/def2-TZVPD) of C3H6N4O as an isolated structure.

Cartesian coordinates (Å):
O -2.348 -1.377 -0.262
N -0.139 1.582 -0.311
N -0.030 -0.744 0.276
N 2.633 -0.928 -0.098
N 1.921 0.379 0.101
C -1.610 1.094 0.168
C -1.401 -0.549 0.109
C 0.526 0.416 0.179
H 0.063 2.284 -1.013
H -2.683 1.117 -0.493
H -1.829 1.206 1.487
H 2.701 1.300 0.223
H 2.127 -1.435 0.446
H 2.621 -1.237 -1.075


Entry S
The following is a DFT calculation (wB97M-V/def2-TZVPD) of one molecule with the formula C3H6N4O.

Cartesian coordinates (Å):
O -0.516 0.399 -2.764
N 2.105 -0.082 0.089
N 1.249 0.129 -1.070
N -1.147 -0.711 1.150
N -0.922 0.678 -1.438
C 1.395 -0.092 1.139
C 0.092 0.334 -0.578
C -0.062 0.221 0.867
H -1.285 -0.628 2.158
H 0.450 0.126 -2.618
H -0.379 1.188 1.298
H -1.060 -1.690 0.885
H 1.855 -0.080 2.101
H -1.775 0.207 -1.220

Results
SMILES string: N[C@H]1C=NN=C1NO


Short version: entry P, entry S, entry Q, entry R, most stable first.


Entry P
The following is a DFT calculation (wB97M-V/def2-TZVPD) of one molecule with the formula C3H6N4O.

Cartesian coordinates (Å):
O -3.196 0.188 -0.117
N -0.649 0.824 0.867
N 2.048 -0.733 0.616
N 0.161 -0.903 -0.549
N 1.342 1.197 -0.759
C -0.797 -0.215 0.076
C -2.257 -0.788 -0.091
C 1.248 -0.069 -0.387
H -2.121 -1.745 -0.526
H 0.635 1.049 -1.738
H 3.081 -0.341 1.156
H 0.107 1.735 0.515
H 1.966 -1.630 0.047
H -1.569 1.430 0.890

Results
SMILES string: [H]/N=C(N)\N=C(/N)C=O


Entry Q
The following is a DFT calculation (wB97M-V/def2-TZVPD) of one molecule with the formula C3H6N4O.

Cartesian coordinates (Å):
O -1.107 1.785 1.588
N 0.561 0.024 -0.729
N 1.726 -0.003 -1.367
N 0.430 -2.163 -0.404
N 0.233 1.185 -0.034
C -0.979 0.798 0.677
C -1.478 -0.397 0.366
C -0.197 -0.951 -0.192
H 1.052 1.258 0.666
H -2.160 1.566 1.760
H 1.503 0.872 -2.071
H 2.336 0.503 -0.794
H -0.157 -3.058 -0.329
H -1.765 -1.418 0.864

Results
SMILES string: [H]/N=c1\cc(O)[nH]n1N


Entry R
The following is a DFT calculation (wB97M-V/def2-TZVPD) of a 3-piece molecular cluster, C3H6N4O overall.

Cartesian coordinates (Å):
O 1.066 -0.159 -0.574
N 0.832 1.993 1.603
N -1.157 -0.626 0.553
N 0.811 0.511 1.587
N 0.136 0.262 -1.831
C -0.913 -0.592 -1.726
C 0.169 -0.092 0.525
C -0.987 -1.557 -0.689
H 0.514 0.172 2.579
H -0.091 -2.359 -0.702
H -1.992 -2.329 -0.655
H 1.120 2.640 2.810
H -1.516 -0.829 -2.583
H -0.529 2.445 1.097


Entry S
The following is a DFT calculation (wB97M-V/def2-TZVPD) of one molecule with the formula C3H6N4O.

Cartesian coordinates (Å):
O 0.935 -1.147 -1.936
N -0.589 -2.093 0.125
N -0.629 -0.132 0.942
N 0.113 0.890 -1.424
N 1.453 1.316 1.304
C 0.206 -0.397 -1.286
C -0.383 -0.988 -0.009
C 0.250 0.790 1.618
H -0.619 -2.712 -0.660
H -0.224 0.906 2.648
H -1.388 -0.353 1.522
H 1.722 1.161 0.294
H -0.167 1.362 -2.357
H -0.681 1.396 -0.781

Results
SMILES string: [H]/N=C\N/C(=N/[H])C(N)=O


Short version: entry S, entry P, entry Q, entry R, most stable first.


Entry P
The following is a DFT calculation (wB97M-V/def2-TZVPD) of a 2-piece molecular cluster, C6H12N2 overall.

Cartesian coordinates (Å):
N -0.610 1.965 -0.410
N -2.558 1.056 -0.229
C -1.877 1.901 -0.981
C 1.487 -0.888 -0.677
C -1.748 0.607 0.780
C -2.134 -0.680 1.609
C -0.427 1.087 0.649
C 2.917 -1.365 -0.532
H 1.258 -1.078 -1.756
H 0.665 1.187 0.984
H 0.678 -1.439 -0.024
H -2.213 2.482 -1.833
H -2.457 -1.501 0.866
H 3.533 -0.799 0.176
H -1.362 -1.275 2.085
H 3.384 -0.943 -1.411
H 1.407 0.138 -0.479
H -2.905 -0.635 2.380
H 0.086 2.547 -0.822
H 2.876 -2.368 -0.374

Results
<S²>: 0.76
Total charge: +1
Multiplicity: 2


Entry Q
The following is a DFT calculation (wB97M-V/def2-TZVPD) of a 2-piece molecular cluster, C6H12N2 overall.

Cartesian coordinates (Å):
N -0.686 0.308 1.792
N 1.566 0.146 1.697
C -1.920 -1.516 -1.622
C 1.143 1.102 0.832
C -0.254 1.197 0.870
C -0.391 -1.465 -1.550
C 2.080 2.005 0.183
C 0.461 -0.310 2.252
H -0.073 -0.620 -2.170
H -0.153 -1.395 -0.487
H 2.386 1.679 -0.824
H -2.408 -1.847 -0.701
H -0.916 1.646 0.144
H -2.283 -2.291 -2.310
H -1.636 0.175 2.141
H -2.384 -0.613 -2.019
H 1.786 3.057 0.136
H 3.079 2.072 0.626
H 0.154 -2.274 -2.029
H 0.449 -1.053 3.037

Results
<S²>: 0.76
Total charge: +1
Multiplicity: 2


Short version: entry Q, entry P, most stable first.


Entry P
The following is a DFT calculation (wB97M-V/def2-TZVPD) of C3H7N2OS as an isolated structure.

Cartesian coordinates (Å):
S -2.017 -0.200 -0.025
O 1.770 1.103 -0.026
N 0.772 0.387 0.523
N -1.110 2.302 0.096
C -0.783 -1.492 0.335
C 0.614 -0.969 -0.028
C -1.002 1.043 0.103
H 2.087 0.409 -0.788
H -0.255 2.816 -0.049
H 0.967 -1.138 -1.117
H 1.232 -1.605 0.558
H -0.906 -1.829 1.476
H -1.995 2.704 0.360
H -1.122 -2.473 -0.096

Results
Total charge: +1


Entry Q
The following is a DFT calculation (wB97M-V/def2-TZVPD) of an isolated ion of composition C3H7N2OS and charge +1.

Cartesian coordinates (Å):
S -0.640 -1.279 -0.171
O -1.378 1.587 -0.415
N -1.675 -0.024 0.019
N -2.837 -0.021 0.619
C 1.442 0.388 0.122
C 2.563 -0.167 0.606
C 0.683 -0.371 -0.860
H 0.256 0.463 -1.453
H 1.030 1.348 0.431
H 1.265 -1.013 -1.507
H 3.267 0.182 1.359
H -3.237 0.881 0.316
H 2.803 -1.107 0.212
H -3.542 -0.868 0.721

Results
SMILES string: C=CCS[N+](N)=O
Total charge: +1


Short version: entry P, entry Q, most stable first.


Entry P
The following is a DFT calculation (wB97M-V/def2-TZVPD) of a 2-piece molecular cluster, C3H6NO3S overall.

Cartesian coordinates (Å):
S 1.064 -2.104 -0.175
O 3.673 -0.449 1.250
O 3.845 0.706 -0.755
O 0.893 1.680 -0.046
N 1.231 -0.524 -0.694
C -1.130 0.173 -0.372
C 0.415 0.322 0.011
C 3.684 0.105 0.221
H 0.647 1.979 -0.934
H 0.557 0.313 1.181
H -1.423 -0.925 0.009
H -1.868 0.882 0.291
H 2.300 -2.439 0.164
H -1.230 0.361 -1.494

Results
Total charge: -1


Entry Q
The following is a DFT calculation (wB97M-V/def2-TZVPD) of an isolated ion of composition C3H6NO3S and charge -1.

Cartesian coordinates (Å):
S -1.601 -0.752 -1.120
O 1.368 -1.680 -0.102
O -1.337 -1.818 0.193
O -2.801 -0.005 -0.722
N -0.323 0.261 -1.094
C 0.881 0.538 0.836
C 1.360 -0.449 -0.247
C -0.228 1.192 0.018
H 0.491 -0.015 1.691
H 0.063 2.187 -0.353
H 1.674 1.215 1.168
H -1.184 1.296 0.549
H 2.014 0.016 -1.004
H -0.376 -1.986 0.186

Results
Total charge: -1


Short version: entry Q, entry P, most stable first.


Entry P
The following is a DFT calculation (wB97M-V/def2-TZVPD) of an isolated ion of composition C5H13ClN3 and charge +1.

Cartesian coordinates (Å):
Cl 2.214 1.140 0.597
N -0.666 0.868 1.045
N -0.637 1.713 -1.224
N 1.144 -1.702 1.169
C -0.398 0.621 -0.428
C 1.208 -1.359 -0.098
C 1.369 0.072 -0.526
C 1.152 -2.451 -1.129
C -2.103 1.041 1.257
H -0.268 0.039 1.510
H -1.166 1.549 -2.030
H 1.628 0.326 -1.652
H -0.331 1.779 1.390
H -2.567 1.878 0.679
H -0.023 2.489 -1.112
H -2.175 1.481 2.301
H 0.359 -2.250 -1.810
H 2.162 -2.629 -1.628
H -0.907 -0.380 -0.536
H -2.553 0.055 0.898
H 1.411 -0.944 1.824
H 1.147 -3.337 -0.497

Results
SMILES string: [H]/N=C(/C)[C@H](Cl)[C@H](N)[NH2+]C
Total charge: +1


Entry Q
The following is a DFT calculation (wB97M-V/def2-TZVPD) of a 2-piece molecular cluster, C5H13ClN3 overall.

Cartesian coordinates (Å):
Cl 0.401 -2.519 0.613
N 3.034 -1.323 -0.300
N 1.770 0.410 0.565
N -1.861 -0.472 0.329
C -3.201 0.063 0.260
C 2.343 -0.215 -0.418
C -1.219 -0.888 -0.790
C 1.045 1.650 0.445
C -0.149 -1.688 -0.829
H 3.037 -1.844 0.567
H -3.958 -0.722 0.196
H 1.017 1.971 -0.593
H -1.668 -1.022 1.159
H -3.394 0.662 1.150
H 0.342 -1.998 -1.732
H -1.568 -0.449 -1.713
H 1.528 2.424 1.043
H 1.764 -0.017 1.487
H 2.305 0.250 -1.398
H 3.447 -1.762 -1.106
H -3.284 0.704 -0.617
H 0.024 1.520 0.804

Results
Total charge: +1


Short version: entry Q, entry P, most stable first.


Entry P
The following is a DFT calculation (wB97M-V/def2-TZVPD) of one molecule with the formula C2H5NO2S.

Cartesian coordinates (Å):
S 2.891 -0.006 0.233
O 3.660 1.016 -0.463
O 2.817 -1.328 -0.246
N 1.176 0.643 0.422
C 0.351 -0.048 -0.199
C -1.067 0.154 -0.193
H 3.514 0.028 1.532
H -1.623 1.118 0.159
H 0.570 -1.040 -0.616
H -1.468 -0.047 -1.237
H -1.375 -0.671 0.534

Results
SMILES string: C/C=N/[SH](=O)=O


Entry Q
The following is a DFT calculation (wB97M-V/def2-TZVPD) of a 2-piece molecular cluster, C2H5NO2S overall.

Cartesian coordinates (Å):
S -2.367 0.138 -0.031
O -2.094 1.315 -0.762
O -3.595 -0.065 0.677
N -1.050 -0.607 0.675
C -1.451 -1.265 -0.562
C 0.657 1.084 0.748
H -1.674 -2.360 -0.639
H 0.991 0.730 -0.261
H -0.870 -1.090 -1.486
H 0.272 2.132 0.828
H 0.806 0.443 1.502


Short version: entry P, entry Q, most stable first.


Entry P
The following is a DFT calculation (wB97M-V/def2-TZVPD) of one molecule with the formula C2H5NO2S.

Cartesian coordinates (Å):
S 1.870 -1.822 0.354
O 0.760 0.579 0.885
O -0.716 -1.848 -1.155
N -0.564 -0.805 -0.373
C -0.170 1.599 0.578
C 0.575 -0.620 0.393
H 0.303 -2.156 -1.477
H -0.541 1.340 -0.572
H -1.049 0.025 -0.832
H -0.990 1.284 1.371
H 0.522 2.424 0.827

Results
SMILES string: COC(=S)NO


Entry Q
The following is a DFT calculation (wB97M-V/def2-TZVPD) of one molecule with the formula C2H5NO2S.

Cartesian coordinates (Å):
S -0.956 -2.635 -0.249
O 1.358 1.932 0.359
O 1.251 -0.629 0.632
N -0.855 -0.914 -0.248
C 0.252 -0.186 0.076
C 0.265 1.297 -0.241
H -1.329 -2.878 1.037
H -1.693 -0.448 -0.577
H -0.669 1.789 0.052
H 0.322 1.422 -1.368
H 2.054 1.249 0.527

Results
SMILES string: O=C(CO)NS


Short version: entry Q, entry P, most stable first.


Entry P
The following is a DFT calculation (wB97M-V/def2-TZVPD) of a 3-piece molecular cluster, C4H12O3 overall.

Cartesian coordinates (Å):
O -1.771 1.027 -4.599
O 1.933 -0.517 0.193
O 2.174 2.312 0.456
C 0.085 -0.829 1.561
C -1.175 -0.718 1.017
C 1.221 -1.539 0.885
C -2.526 -0.584 1.598
H 1.892 3.108 0.923
H 0.989 -2.350 0.201
H 1.307 1.931 0.244
H -2.354 0.408 -5.058
H -2.039 1.791 -5.101
H 1.916 -2.014 1.583
H -3.395 -0.948 1.041
H -1.009 -0.957 -0.049
H 2.837 -0.509 0.536
H -2.566 -1.181 2.510
H -2.717 0.468 1.852
H 0.323 -0.415 2.539

Results
<S²>: 0.76
Total charge: +1
Multiplicity: 2


Entry Q
The following is a DFT calculation (wB97M-V/def2-TZVPD) of a 3-piece molecular cluster, C4H12O3 overall.

Cartesian coordinates (Å):
O -0.214 0.057 0.958
O -2.846 -0.188 -0.373
O -3.314 -3.932 -1.691
C 3.018 2.232 -1.054
C 0.841 0.506 1.845
C 1.866 1.368 -0.358
C 2.029 1.042 1.006
H 2.694 1.683 1.537
H -2.832 -1.063 0.127
H -3.311 -4.752 -1.305
H 0.416 1.335 2.478
H 3.112 3.044 -0.208
H -3.164 -3.304 -1.011
H -1.992 0.219 -0.316
H 4.013 1.701 -1.150
H 0.206 -0.747 0.516
H 2.711 2.824 -1.925
H 1.180 0.873 -0.996
H 1.425 -0.211 2.465

Results
<S²>: 0.75
Total charge: +1
Multiplicity: 2


Short version: entry P, entry Q, most stable first.


Entry P
The following is a DFT calculation (wB97M-V/def2-TZVPD) of an isolated ion of composition C4H9NOS2 and charge +1.

Cartesian coordinates (Å):
S -1.212 0.711 1.273
S -1.513 -1.050 2.165
O -0.078 3.074 -0.561
N 0.107 -0.320 -1.416
C 0.158 2.143 -1.275
C 0.728 0.802 -0.754
C 0.491 0.817 0.765
C -0.596 -2.257 1.217
H -0.859 -0.501 -1.181
H -0.890 -2.288 0.173
H 1.081 1.647 1.130
H 0.471 -2.055 1.333
H 1.805 0.740 -0.890
H 0.181 -0.293 -2.425
H 0.960 -0.056 1.216
H -0.787 -3.269 1.583
H -0.047 2.155 -2.353

Results
<S²>: 0.75
Total charge: +1
Multiplicity: 2


Entry Q
The following is a DFT calculation (wB97M-V/def2-TZVPD) of an isolated ion of composition C4H9NOS2 and charge +1.

Cartesian coordinates (Å):
S 0.784 2.225 -1.051
S -0.488 3.132 0.105
O -1.856 -1.001 -0.520
N -0.517 -0.872 1.262
C -0.752 -0.761 -0.065
C 0.245 0.723 -1.765
C 0.449 -0.619 -1.013
C 0.740 -1.088 1.973
H 1.211 -0.151 2.253
H -1.327 -1.068 1.825
H 0.572 0.625 -2.803
H 1.387 -1.839 1.528
H 0.263 -1.347 -1.783
H 0.459 -1.527 2.925
H 1.289 -0.637 -0.325
H -1.629 3.466 -0.562
H -0.830 0.738 -1.985

Results
<S²>: 0.76
Total charge: +1
Multiplicity: 2


Short version: entry P, entry Q, most stable first.